Entry 1:
171
Properties=species:S:1:pos:R:3:forces:R:3 method="wB97M-V/def2-TZVPD" smiles=COC[C@H](C)N.COC[C@H](C)N.COC[C@H](C)N.COCCNCCOC.COCCNCCOC.COCCNCCOC.COCCNCCOC.CO.CO.CO.CO
C 25.081 16.638 -26.286 0.28 -1.18 0.03
O 23.728 16.116 -26.223 1.17 2.18 -0.54
C 22.856 17.244 -26.576 -0.38 -2.19 0.88
C 21.423 16.704 -26.458 -0.07 0.46 -1.66
C 21.164 15.726 -27.606 0.78 -0.86 0.24
N 20.501 17.827 -26.655 -0.27 -0.14 0.16
H 25.214 17.598 -25.788 -0.27 -0.04 0.28
H 25.495 16.753 -27.288 -0.68 0.21 -0.61
H 25.775 15.900 -25.883 -0.28 -0.06 0.60
H 23.020 18.034 -25.843 0.08 0.31 -0.17
H 23.097 17.528 -27.600 -0.17 0.32 0.04
H 21.259 16.206 -25.503 0.21 -0.02 0.22
H 21.248 16.208 -28.581 -0.23 0.29 0.05
H 20.215 15.196 -27.530 -0.07 0.29 0.05
H 21.938 14.959 -27.616 0.11 -0.14 0.10
H 20.165 18.113 -25.746 0.13 0.28 0.63
H 19.658 17.425 -27.038 -0.28 -0.06 -0.44
C 25.359 20.494 -29.593 -0.76 0.36 0.03
O 24.164 21.092 -30.125 1.20 -0.31 -0.63
C 23.104 21.365 -29.239 0.47 -0.30 -0.36
C 22.487 20.123 -28.616 -2.75 0.39 -0.63
C 21.919 19.211 -29.726 1.32 -0.29 0.39
N 21.278 20.582 -27.893 0.98 0.64 -0.44
H 25.740 21.117 -28.784 0.02 -0.28 0.38
H 26.162 20.440 -30.328 -0.40 0.35 -0.39
H 25.172 19.459 -29.309 0.02 -0.02 0.48
H 23.406 22.065 -28.460 0.25 0.16 0.33
H 22.396 21.889 -29.882 -0.35 -0.16 0.25
H 23.192 19.634 -27.943 0.19 -0.25 -0.20
H 21.299 18.383 -29.381 0.28 -0.02 0.51
H 22.831 18.818 -30.175 -0.33 -0.36 -0.81
H 21.278 19.739 -30.432 0.43 0.37 -0.03
H 20.846 19.791 -27.437 0.06 -0.08 0.45
H 21.594 21.304 -27.262 -0.49 -0.03 0.61
C 27.876 18.895 -23.673 0.95 -0.04 0.45
O 28.546 20.149 -23.909 -0.06 -0.05 0.37
C 30.006 20.223 -23.826 -1.44 -1.06 -1.23
C 30.514 21.650 -24.089 -1.55 -0.59 -1.13
C 29.998 22.126 -25.463 -0.26 -0.34 0.40
N 31.963 21.627 -24.135 -0.37 0.38 1.34
H 26.804 18.890 -23.871 0.04 0.96 -0.32
H 27.940 18.603 -22.624 0.29 0.02 0.24
H 28.256 18.060 -24.262 0.47 0.04 -0.24
H 30.436 19.731 -22.954 -0.32 0.39 0.74
H 30.378 19.595 -24.635 0.21 -0.16 -0.49
H 30.085 22.236 -23.277 0.50 0.54 0.00
H 28.915 22.058 -25.560 -0.01 0.02 0.20
H 30.406 21.426 -26.191 0.16 0.09 -0.29
H 30.306 23.142 -25.712 0.18 -0.09 0.15
H 32.155 21.340 -23.186 1.03 0.08 0.33
H 32.262 20.845 -24.699 0.13 -0.12 -0.42
C 31.305 19.189 -29.115 -0.77 0.64 -0.50
O 30.223 18.659 -29.896 -0.09 -0.23 -0.09
C 29.836 19.307 -31.145 0.46 -0.16 0.33
C 28.537 18.713 -31.729 1.01 -0.03 -0.08
N 28.694 17.331 -32.254 -0.11 0.23 1.31
C 28.721 16.255 -31.179 0.29 0.70 -1.91
C 27.434 16.087 -30.463 -0.28 0.79 0.60
O 26.427 15.634 -31.374 0.57 -0.72 0.57
C 25.136 15.517 -30.806 -0.05 0.90 0.10
H 31.141 20.258 -28.978 0.19 0.33 -0.20
H 32.291 19.009 -29.544 -0.06 -0.10 -0.20
H 31.265 18.792 -28.101 -0.12 -0.51 -0.19
H 30.653 19.225 -31.861 0.06 -0.55 -0.18
H 29.768 20.387 -31.013 -0.49 0.18 0.46
H 28.285 19.338 -32.586 0.31 0.07 -0.27
H 27.664 18.883 -31.098 0.14 -0.29 0.69
H 27.836 17.235 -32.778 -0.05 -0.72 -0.28
H 29.571 16.450 -30.526 -0.30 0.12 0.14
H 28.910 15.297 -31.664 0.24 0.05 -0.32
H 27.159 17.041 -30.013 -0.48 0.39 -0.10
H 27.674 15.501 -29.575 -0.63 -1.04 -0.05
H 24.906 14.641 -30.200 0.66 -0.34 0.11
H 24.382 15.530 -31.593 0.23 0.16 -0.20
H 25.018 16.401 -30.179 -0.54 0.11 0.21
C 21.609 15.710 -21.232 -0.27 0.76 -0.39
O 20.886 16.763 -21.962 0.01 -1.71 1.16
C 21.767 17.538 -22.721 -0.30 0.86 0.61
C 21.077 18.825 -23.267 -0.44 -1.88 0.05
N 19.732 18.559 -23.829 0.69 0.24 -0.12
C 19.073 19.801 -24.223 0.50 -1.09 0.38
C 17.739 19.412 -24.788 -1.02 0.19 -0.82
O 16.952 18.679 -23.886 0.20 -0.42 1.74
C 15.624 18.430 -24.311 0.76 0.75 0.10
H 20.918 15.045 -20.714 -0.29 0.23 -0.38
H 22.275 16.107 -20.467 -0.07 0.58 0.12
H 22.274 15.128 -21.871 -0.26 -0.07 -0.50
H 22.233 16.910 -23.480 0.06 0.14 -0.39
H 22.523 17.880 -22.015 0.65 0.19 -0.25
H 21.749 19.134 -24.068 -0.20 0.37 -0.28
H 21.088 19.609 -22.510 -0.17 0.07 0.24
H 19.032 18.161 -23.220 0.76 -0.78 0.71
H 19.727 20.215 -24.991 -0.39 0.75 -0.03
H 18.991 20.389 -23.309 -0.16 0.85 -0.28
H 17.900 18.768 -25.652 0.12 0.11 -0.48
H 17.138 20.273 -25.080 0.22 0.39 -0.34
H 15.705 17.841 -25.225 -0.69 -0.09 -0.12
H 15.127 19.391 -24.445 -0.14 0.14 -0.64
H 15.039 17.972 -23.514 0.49 -0.52 -0.06
C 11.575 13.520 -28.830 1.47 0.35 0.89
O 12.952 13.839 -28.495 -0.58 -0.25 -0.96
C 13.193 14.343 -27.216 0.82 0.59 0.03
C 14.620 14.980 -27.149 -2.08 -0.82 0.46
N 15.617 13.953 -26.884 0.53 0.66 -1.27
C 16.902 14.651 -26.914 0.65 -0.02 -0.28
C 17.343 15.116 -28.356 -0.09 -0.98 1.01
O 18.125 16.287 -28.245 0.26 -0.09 -1.29
C 18.539 16.774 -29.547 -1.05 0.93 0.66
H 11.150 12.956 -27.999 -0.24 -0.29 -0.15
H 11.628 12.938 -29.750 -0.19 0.07 0.17
H 10.997 14.434 -28.958 -0.07 0.08 -0.15
H 13.153 13.556 -26.463 -0.04 -0.37 0.16
H 12.441 15.072 -26.914 -0.16 0.35 -0.14
H 14.587 15.690 -26.322 0.04 0.38 0.27
H 14.814 15.568 -28.046 0.05 -0.36 -0.05
H 15.427 13.585 -25.963 0.23 -0.13 0.08
H 17.731 14.051 -26.537 -0.21 -0.47 -0.01
H 16.855 15.462 -26.188 0.17 0.83 -0.32
H 16.534 15.171 -29.085 -0.46 0.68 0.25
H 17.923 14.301 -28.788 0.52 -0.17 0.08
H 18.999 16.093 -30.263 0.32 -0.56 0.60
H 19.157 17.655 -29.375 0.24 -0.27 0.06
H 17.651 17.152 -30.053 -0.26 0.01 -0.12
C 28.805 15.042 -26.598 0.17 -1.30 0.26
O 29.397 15.677 -25.507 0.15 1.26 -0.10
C 30.415 14.928 -24.867 0.10 1.74 0.91
C 31.254 15.968 -24.001 -0.48 -1.12 -1.65
N 32.103 16.764 -24.933 0.02 -0.83 1.03
C 32.938 17.669 -24.151 0.75 1.01 -1.15
C 33.924 18.456 -25.076 -1.32 -0.21 -0.08
O 33.200 19.484 -25.787 0.45 -0.46 -0.20
C 33.848 19.902 -26.985 -0.36 -0.13 -0.20
H 29.544 14.718 -27.331 0.24 0.28 -0.33
H 28.034 15.640 -27.083 0.14 0.19 0.29
H 28.389 14.111 -26.215 -0.60 -0.26 -0.22
H 31.074 14.474 -25.607 0.19 -0.05 -0.01
H 29.942 14.157 -24.258 0.12 -0.18 0.21
H 31.798 15.359 -23.279 0.57 0.27 -0.12
H 30.650 16.686 -23.445 -0.64 -0.37 0.22
H 31.424 17.357 -25.387 -0.05 0.07 -0.56
H 33.536 17.136 -23.413 -0.13 -0.15 -0.01
H 32.285 18.389 -23.659 0.21 0.30 0.53
H 34.274 17.765 -25.843 0.41 -0.20 0.21
H 34.739 18.908 -24.511 0.12 -0.05 0.04
H 34.721 20.539 -26.837 -0.10 0.25 0.37
H 33.099 20.403 -27.598 0.10 0.34 0.25
H 34.199 19.077 -27.605 -0.04 -0.50 0.21
C 21.080 13.663 -31.226 0.22 0.55 0.11
O 21.315 12.350 -30.889 0.45 -2.45 0.25
H 21.521 13.837 -32.207 -0.33 0.71 -0.05
H 20.001 13.813 -31.186 -0.01 0.60 -0.26
H 21.602 14.226 -30.452 -0.25 0.77 -0.22
H 21.692 11.897 -31.647 -0.09 -0.16 0.20
C 26.469 12.681 -23.827 -0.35 -1.11 0.00
O 27.539 11.673 -23.918 -0.58 1.64 0.16
H 26.673 13.440 -23.072 0.52 -0.41 0.08
H 26.183 13.228 -24.726 0.68 -0.17 -0.49
H 25.541 12.178 -23.555 -0.03 -0.02 0.29
H 27.373 11.084 -24.658 -0.26 0.13 -0.06
C 22.058 13.337 -24.717 1.23 -0.91 -0.23
O 23.253 14.042 -24.450 -0.09 0.27 0.47
H 21.186 13.975 -24.570 -0.27 -0.39 -0.01
H 22.191 12.951 -25.728 -0.89 0.10 -0.41
H 22.107 12.430 -24.115 -0.63 0.22 0.42
H 23.231 14.728 -25.121 0.74 0.66 -0.08
C 28.221 18.940 -27.003 -0.09 0.32 -0.77
O 28.068 19.276 -28.384 -0.46 0.09 0.66
H 27.486 19.541 -26.469 0.09 -0.28 0.24
H 28.091 17.868 -26.852 -0.26 -0.08 0.23
H 29.221 19.191 -26.650 0.07 0.17 0.18
H 28.863 18.988 -28.837 0.34 -0.23 -0.49


Entry 2:
176
Properties=species:S:1:pos:R:3:forces:R:3 method="wB97M-V/def2-TZVPD" total_charge=-1
Cu 0.326 -0.007 -0.187 0.17 -0.56 -0.01
S -2.151 -0.828 0.727 -1.61 1.48 0.18
O -1.709 -0.834 -0.654 0.81 0.20 -3.33
O -1.585 -1.973 1.346 1.92 -3.03 2.12
O -1.469 0.364 1.288 0.32 1.15 0.56
O -3.595 -0.861 0.839 -0.21 0.86 0.06
C -2.260 4.703 3.446 1.56 0.11 -1.29
C -1.758 4.028 2.141 -0.01 -2.30 -0.31
C -0.237 3.522 2.206 -1.77 0.35 -0.56
O 0.673 4.558 2.390 0.78 1.71 1.33
C 0.805 5.545 1.385 0.60 -1.17 -0.85
N -2.675 2.859 1.955 0.30 0.95 0.73
H -3.303 5.020 3.428 0.07 -0.27 -0.19
H -1.614 5.570 3.581 -0.09 0.16 0.53
H -2.061 3.954 4.213 -0.21 0.22 0.32
H -1.848 4.597 1.216 -0.04 0.68 0.20
H 0.067 2.998 1.300 -0.54 -0.14 -0.50
H -0.114 2.772 2.988 -0.03 0.38 0.40
H 1.691 6.148 1.584 -0.12 -0.01 0.35
H -0.018 6.208 1.118 -0.53 -0.08 0.72
H 1.037 5.006 0.466 0.05 0.01 -0.47
H -2.638 2.417 2.862 -0.46 -0.21 0.47
H -2.313 2.078 1.428 0.63 0.09 -0.73
C -0.324 -3.878 -1.814 0.83 -0.63 1.52
C -1.703 -4.432 -1.862 -2.52 -1.73 -0.57
C -1.958 -5.954 -1.488 0.70 1.38 -0.98
O -1.219 -6.742 -2.480 -0.49 0.39 2.25
C -0.575 -7.804 -1.863 1.05 -1.67 -0.47
N -2.578 -3.672 -1.015 -0.79 0.57 0.57
H -0.346 -2.799 -1.968 0.21 -0.07 -0.71
H 0.482 -4.451 -2.273 -0.18 0.25 -0.61
H -0.090 -3.914 -0.750 0.35 -0.02 0.40
H -2.161 -4.386 -2.850 0.30 0.23 -0.40
H -2.973 -6.351 -1.450 -0.57 0.82 -1.00
H -1.807 -6.020 -0.410 1.73 -0.70 0.22
H -0.214 -8.479 -2.638 0.28 0.18 -0.35
H -1.139 -8.508 -1.250 -0.99 0.42 0.27
H 0.288 -7.561 -1.242 0.15 0.62 0.03
H -2.201 -3.568 -0.083 0.32 -0.67 0.48
H -2.502 -2.687 -1.223 -0.35 0.35 -0.76
C -2.492 -1.794 -4.117 -0.37 1.00 -0.15
C -1.646 -0.512 -4.335 -1.37 -0.49 -0.90
C -2.514 0.781 -4.618 0.17 -1.78 -1.33
O -1.754 1.948 -4.891 -0.20 0.73 0.13
C -2.605 3.040 -5.382 0.31 -1.80 0.51
N -0.804 -0.319 -3.209 0.91 0.37 -0.31
H -3.082 -1.687 -3.207 0.16 -0.18 0.27
H -1.824 -2.654 -4.061 -0.08 0.07 0.15
H -3.228 -1.978 -4.900 0.16 0.06 -0.31
H -1.010 -0.775 -5.180 -0.04 0.61 -0.68
H -3.267 0.915 -3.841 0.12 0.22 0.36
H -3.035 0.523 -5.540 -0.51 0.04 -0.24
H -3.442 3.154 -4.693 0.20 0.61 0.32
H -3.073 2.727 -6.315 0.22 0.02 -0.39
H -1.977 3.919 -5.532 -0.18 -0.11 0.25
H -0.779 0.691 -3.217 0.68 0.04 1.26
H -1.232 -0.716 -2.385 -0.07 0.61 0.53
C -2.137 -1.429 4.641 -0.85 0.25 -0.52
C -2.631 0.030 4.674 0.81 0.02 1.60
C -2.903 0.552 6.121 -0.50 0.02 -1.08
O -1.945 0.215 7.088 0.51 0.34 -0.07
C -2.046 1.030 8.239 0.22 -0.72 0.05
N -1.634 0.916 4.048 -0.02 -0.13 0.80
H -2.835 -2.138 5.085 -0.06 0.04 0.22
H -1.156 -1.547 5.101 -0.03 0.14 0.08
H -2.093 -1.683 3.582 0.30 -0.20 0.05
H -3.601 0.144 4.189 0.11 -0.13 -0.38
H -3.884 0.183 6.421 -0.25 -0.18 0.24
H -2.965 1.638 6.065 -0.10 0.26 -0.15
H -2.989 0.851 8.756 -0.13 -0.25 0.26
H -2.018 2.108 8.080 0.24 0.14 -0.58
H -1.192 0.735 8.848 -0.20 0.14 0.28
H -1.349 0.537 3.157 -0.40 -0.06 -0.73
H -0.800 0.773 4.599 0.36 0.28 0.49
C 2.010 -1.227 4.106 0.61 0.04 1.07
C 2.156 -0.751 2.655 -0.29 -1.33 0.76
C 3.668 -0.852 2.204 -1.14 0.22 -1.54
O 4.072 -2.200 1.939 -0.15 -0.42 0.97
C 5.361 -2.341 1.388 0.17 0.15 -0.74
N 1.289 -1.550 1.701 2.15 1.20 0.39
H 1.047 -1.625 4.428 -0.13 -0.13 -0.59
H 2.172 -0.406 4.805 0.07 0.43 -0.08
H 2.791 -1.925 4.408 -0.09 -0.43 -0.27
H 1.829 0.286 2.733 0.23 0.18 -0.94
H 4.412 -0.334 2.809 -0.27 -0.04 0.58
H 3.662 -0.342 1.241 0.29 0.34 -0.13
H 6.104 -1.657 1.798 -0.13 0.33 0.12
H 5.325 -2.238 0.304 -0.07 0.65 -0.31
H 5.814 -3.330 1.457 -0.67 -0.35 0.82
H 1.734 -2.452 1.782 -0.29 -0.55 -0.53
H 0.321 -1.650 1.971 -0.39 0.24 0.32
C -2.372 -6.411 3.075 -0.46 0.09 -0.96
C -2.025 -4.917 3.022 1.44 -0.21 0.58
C -0.514 -4.687 2.630 -0.39 -0.99 0.01
O 0.359 -5.388 3.518 -2.53 -0.44 0.48
C 1.612 -4.875 3.691 0.52 -0.70 -0.20
N -2.929 -4.141 2.203 -0.22 -1.05 0.64
H -2.203 -6.858 2.095 0.58 -0.14 -0.24
H -3.448 -6.571 3.148 -0.17 0.35 0.59
H -1.861 -7.009 3.830 0.12 0.32 -0.03
H -2.058 -4.561 4.052 -0.26 0.26 0.22
H -0.263 -3.628 2.568 -0.19 0.07 0.22
H -0.325 -5.145 1.659 -0.17 0.18 -0.60
H 2.062 -4.813 2.700 0.67 0.63 -0.05
H 2.109 -5.683 4.228 0.58 0.36 0.24
H 1.612 -3.949 4.265 0.25 0.18 -0.17
H -2.505 -3.246 2.004 -0.23 0.27 -0.19
H -3.126 -4.608 1.329 -0.08 -0.02 -0.12
C 4.297 1.330 -1.850 -0.98 1.58 0.98
C 2.913 1.296 -1.154 0.71 -0.92 0.28
C 1.765 2.010 -1.885 1.23 -0.08 0.42
O 0.728 2.115 -0.909 -1.02 -0.01 -1.83
C -0.437 2.747 -1.494 -0.65 0.20 0.82
N 2.511 -0.107 -1.056 -1.03 -0.51 0.19
H 4.356 0.536 -2.594 0.15 0.53 -0.30
H 5.122 1.286 -1.139 -0.12 -0.53 0.18
H 4.333 2.371 -2.171 0.57 -0.12 -1.12
H 2.940 1.750 -0.163 0.27 -0.05 0.10
H 1.560 1.462 -2.805 -0.82 -0.41 0.15
H 2.049 2.999 -2.246 0.17 0.40 0.34
H -0.263 3.819 -1.589 0.17 0.09 -0.20
H -1.310 2.625 -0.853 0.38 -0.08 0.70
H -0.849 2.345 -2.420 0.91 -0.15 -0.37
H 2.786 -0.493 -1.947 -0.99 -0.28 -0.79
H 3.001 -0.748 -0.448 0.16 0.65 0.91
C 1.548 -3.304 -4.806 0.81 0.10 1.72
C 2.407 -2.574 -3.731 1.15 -0.42 -0.69
C 3.952 -2.725 -3.989 -1.88 -0.73 0.18
O 4.418 -4.069 -3.938 -0.50 0.91 0.64
C 5.816 -4.102 -3.917 0.14 -1.08 -0.76
N 2.163 -1.140 -3.775 1.03 -0.15 -0.22
H 1.606 -4.382 -4.653 -0.25 -0.04 -0.07
H 1.908 -3.079 -5.810 -0.23 0.27 -0.02
H 0.560 -2.913 -4.561 -0.33 -0.41 -0.71
H 2.165 -2.868 -2.710 -0.08 -0.54 -0.09
H 4.459 -2.113 -3.243 0.32 0.20 -0.18
H 4.051 -2.387 -5.020 0.62 0.54 -0.12
H 6.232 -3.689 -4.836 0.10 0.28 -0.21
H 6.043 -5.168 -3.935 0.36 0.04 0.23
H 6.314 -3.619 -3.077 -0.32 0.12 0.33
H 1.167 -0.978 -3.799 -0.48 0.49 0.11
H 2.614 -0.807 -4.615 -0.33 0.43 -0.35
C -5.530 1.980 -2.286 0.52 -0.82 -0.93
C -4.474 2.648 -1.382 -1.48 -1.18 1.12
C -4.669 4.170 -1.284 0.90 -0.88 -0.51
O -4.378 4.671 -2.571 0.03 1.68 -0.57
C -4.356 6.147 -2.643 -0.62 -2.78 0.51
N -4.694 2.065 -0.036 -0.52 1.36 -0.31
H -5.746 2.402 -3.267 -0.13 0.94 0.23
H -6.440 1.727 -1.742 -0.03 0.59 0.13
H -5.201 1.006 -2.645 0.47 -0.41 0.50
H -3.450 2.355 -1.614 0.14 0.57 -1.02
H -3.956 4.585 -0.571 0.16 0.06 0.35
H -5.674 4.430 -0.949 -0.27 -0.08 -0.05
H -5.271 6.472 -2.148 -0.07 0.48 -0.15
H -4.383 6.335 -3.716 0.31 0.48 0.28
H -3.494 6.493 -2.074 0.15 0.35 -0.36
H -4.127 2.639 0.571 0.02 -0.30 0.77
H -4.370 1.114 0.062 0.13 -0.34 -0.18
C 6.244 4.384 0.984 -1.47 2.57 -0.47
C 4.778 4.944 0.723 1.62 -0.15 -0.35
C 4.427 5.263 -0.736 1.49 1.00 -0.38
O 3.127 5.839 -0.845 2.38 -1.68 4.03
C 2.672 5.951 -2.066 -2.40 1.23 -3.39
N 3.909 3.911 1.107 -1.80 -1.45 -0.09
H 6.347 4.389 2.069 0.20 -0.37 -0.10
H 6.849 5.196 0.580 0.94 -0.42 -0.02
H 6.412 3.405 0.534 -0.12 0.24 0.02
H 4.513 5.816 1.321 0.82 0.53 -0.03
H 4.588 4.405 -1.389 -0.75 -0.78 0.17
H 5.152 5.923 -1.213 0.22 0.76 0.31
H 3.134 6.773 -2.614 0.29 0.22 -0.33
H 1.620 6.211 -1.951 -0.24 0.18 -0.29
H 2.658 5.085 -2.728 0.47 -0.56 0.17
H 3.297 3.945 0.305 -1.31 -1.05 0.72
H 3.376 4.164 1.927 -0.36 -0.22 0.00


Number 1: orbital gap 9.301 eV, HOMO level -8.72 eV. Number 2: orbital gap 7.292 eV, HOMO level -5.38 eV.